{
  "formula": "C2H4N4O",
  "method": "the ωB97M-V functional and the def2-TZVPD basis",
  "species": ["H", "N", "C", "N", "C", "N", "N", "O", "H", "H", "H"],
  "positions_angstrom": [[-2.058, 1.493, -0.397], [-1.756, 0.583, -0.821], [-0.671, 0.062, -0.358], [0.019, -1.005, -0.875], [1.232, -1.111, -0.227], [1.229, -0.366, 0.813], [0.086, 0.351, 0.765], [0.187, 1.618, 1.258], [-0.009, -1.235, -1.885], [2.022, -1.877, -0.405], [-0.281, 1.487, 2.133]],
  "lowdin_charge": [0.053, 0.100, -0.464, 0.106, -0.173, 0.088, -0.194, 0.037, 0.166, 0.136, 0.145],
  "orbital_gap_ev": 9.23,
  "smiles": "[H]/N=c1/[nH]cnn1O",
  "lumo_ev": 0.797,
  "total_charge": 0,
  "homo_energy_ha": -0.310,
  "energy_ha": -372.78861
}

***

{
  "formula": "C6H14BClNO5Si",
  "method": "the ωB97M-V functional and the def2-TZVPD basis",
  "species": ["C", "B", "O", "Si", "Cl", "C", "N", "C", "C", "O", "O", "C", "C", "O", "H", "H", "H", "H", "H", "H", "H", "H", "H", "H", "H", "H", "H", "O", "H"],
  "positions_angstrom": [[3.577, 1.271, 0.299], [2.024, 0.869, 0.221], [1.191, 1.346, 1.206], [1.431, -0.317, -1.259], [3.100, -0.612, -2.555], [1.020, -2.026, -0.515], [0.302, -1.819, 0.783], [0.023, 0.376, -2.329], [-0.794, 1.457, -1.671], [-0.347, 2.521, -1.532], [-2.087, 1.199, -1.282], [-2.289, 1.220, 0.138], [-2.809, -0.093, 0.706], [-2.113, 2.153, 0.789], [3.814, 1.534, 1.337], [3.739, 2.127, -0.363], [4.213, 0.421, 0.033], [1.492, 1.022, 2.065], [1.928, -2.626, -0.396], [0.369, -2.585, -1.199], [-0.621, -2.213, 0.656], [0.791, -2.361, 1.483], [-0.622, -0.464, -2.619], [0.454, 0.762, -3.254], [-3.282, 0.036, 1.694], [-3.575, -0.452, 0.010], [-1.959, -0.772, 0.752], [-4.077, -0.993, 3.151], [-4.895, -0.982, 3.652]],
  "lowdin_charge": [-0.076, -0.542, 0.085, 0.399, 0.260, -0.349, -0.036, -0.167, -0.567, 0.163, 0.058, -0.473, 0.007, 0.192, 0.054, 0.070, 0.033, 0.111, 0.064, 0.072, 0.056, 0.066, 0.088, 0.081, 0.036, 0.086, 0.051, -0.611, -0.209],
  "orbital_gap_ev": 5.10,
  "lumo_ev": 2.372,
  "total_charge": -1,
  "homo_energy_ha": -0.100,
  "energy_ha": -1442.59540
}

***

{
  "formula": "C2HFGaO2",
  "method": "the ωB97M-V functional and the def2-TZVPD basis",
  "species": ["C", "C", "O", "O", "Ga", "H", "F"],
  "positions_angstrom": [[0.507, 0.516, -0.250], [0.145, -0.852, -0.166], [0.647, -1.908, 0.029], [-0.481, 1.366, -0.030], [2.314, 0.986, 0.074], [-1.533, 0.650, 0.170], [-1.598, -0.758, 0.173]],
  "lowdin_spin": [0.252, 0.021, -0.004, 0.003, 0.681, 0.005, 0.041],
  "orbital_gap_ev": [7.67, 8.32],
  "lumo_ev": [-14.649, -15.133],
  "total_charge": 2,
  "spin_multiplicity": 2,
  "homo_energy_ha": [-0.820, -0.862],
  "energy_ha": -2250.93935
}

***

{
  "formula": "C4H8OS3",
  "method": "the ωB97M-V functional and the def2-TZVPD basis",
  "species": ["C", "S", "C", "S", "C", "C", "O", "S", "H", "H", "H", "H", "H", "H", "H", "H"],
  "positions_angstrom": [[-1.049, -0.565, 1.650], [-1.673, 0.009, -0.005], [-0.383, 1.047, -0.754], [0.600, 0.118, -1.906], [0.533, -1.647, -1.307], [0.524, 1.908, 0.154], [1.874, 1.518, 0.191], [-0.184, 3.029, 1.119], [-0.270, -1.365, 1.631], [-1.885, -1.092, 2.185], [-0.697, 0.355, 2.240], [-0.845, 1.855, -1.265], [-0.598, -1.694, -1.089], [0.775, -2.495, -1.989], [1.246, -1.742, -0.476], [2.035, 0.762, -0.378]],
  "lowdin_charge": [-0.361, 0.802, -0.931, 0.821, -0.382, -0.871, -0.053, 0.728, 0.037, 0.047, 0.041, 0.044, -0.010, 0.049, 0.027, 0.012],
  "orbital_gap_ev": 8.69,
  "smiles": "CSC(SC)C(O)=S",
  "lumo_ev": -0.122,
  "total_charge": 0,
  "homo_energy_ha": -0.324,
  "energy_ha": -1426.95078
}

***

{
  "formula": "C3H3N3O",
  "method": "the ωB97M-V functional and the def2-TZVPD basis",
  "species": ["O", "C", "C", "N", "N", "C", "N", "H", "H", "H"],
  "positions_angstrom": [[-1.711, 0.016, 1.786], [-1.075, -0.118, 0.766], [-0.052, -1.181, 0.611], [1.066, -0.922, 0.031], [1.097, 0.277, -0.615], [-0.044, 0.962, -0.915], [-1.173, 0.738, -0.337], [-0.155, -2.136, 1.118], [2.014, 0.677, -0.718], [0.034, 1.687, -1.728]],
  "lowdin_charge": [0.087, -0.486, -0.043, 0.071, -0.007, -0.164, 0.151, 0.120, 0.143, 0.129],
  "orbital_gap_ev": 10.20,
  "smiles": "O=c1cn[nH]cn1",
  "lumo_ev": 0.430,
  "total_charge": 0,
  "homo_energy_ha": -0.359,
  "energy_ha": -355.59152
}

***

{
  "formula": "C32H46BN10O3PReSiTe",
  "method": "the ωB97M-V functional and the def2-TZVPD basis",
  "species": ["Re", "C", "C", "C", "C", "C", "N", "N", "B", "N", "N", "C", "C", "C", "C", "C", "N", "N", "C", "C", "C", "C", "C", "H", "H", "H", "H", "H", "H", "H", "H", "H", "H", "H", "H", "H", "H", "H", "H", "H", "H", "H", "H", "H", "H", "N", "C", "C", "C", "N", "C", "N", "C", "C", "O", "P", "O", "Te", "O", "C", "C", "H", "H", "H", "H", "H", "H", "H", "H", "H", "H", "C", "Si", "C", "C", "N", "C", "C", "C", "C", "C", "C", "H", "H", "H", "H", "H", "H", "H", "H", "H", "H", "H", "H", "H", "H"],
  "positions_angstrom": [[-0.602, -0.296, 0.463], [-3.763, -0.786, -1.089], [-2.976, -1.991, -0.714], [-3.312, -3.339, -0.854], [-2.261, -4.054, -0.306], [-2.122, -5.524, -0.175], [-1.347, -3.170, 0.131], [-1.779, -1.918, -0.119], [0.033, -3.431, 0.766], [1.068, -2.798, -0.175], [0.953, -1.518, -0.579], [1.916, -1.281, -1.467], [2.063, -0.011, -2.221], [2.691, -2.435, -1.615], [2.119, -3.379, -0.781], [2.521, -4.790, -0.552], [0.142, -2.704, 2.111], [0.035, -1.357, 2.159], [0.350, -0.963, 3.392], [0.403, 0.457, 3.813], [0.649, -2.087, 4.163], [0.511, -3.174, 3.317], [0.736, -4.604, 3.651], [-4.825, -0.975, -0.946], [-3.594, -0.522, -2.134], [-3.459, 0.058, -0.469], [-4.208, -3.748, -1.271], [-2.960, -6.007, -0.667], [-2.115, -5.820, 0.872], [-1.196, -5.870, -0.630], [0.205, -4.590, 0.870], [1.884, 0.851, -1.580], [1.340, 0.027, -3.035], [3.059, 0.062, -2.652], [3.552, -2.555, -2.240], [3.441, -5.014, -1.086], [1.745, -5.468, -0.904], [2.673, -4.970, 0.511], [-0.155, 1.078, 3.118], [1.440, 0.795, 3.816], [-0.009, 0.569, 4.814], [0.926, -2.107, 5.196], [1.792, -4.764, 3.861], [0.442, -5.260, 2.839], [0.170, -4.863, 4.543], [-0.985, 0.616, -1.218], [-0.920, 1.368, -2.110], [-0.802, 2.298, -3.104], [-1.929, 2.831, -3.734], [-2.870, 3.269, -4.231], [0.482, 2.776, -3.319], [1.589, 3.116, -3.365], [1.185, 4.669, 3.717], [1.312, 4.177, 2.288], [2.200, 3.071, 2.273], [2.195, 2.153, 0.953], [0.876, 1.443, 0.853], [2.889, 3.523, -0.900], [3.334, 1.136, 1.458], [4.367, 0.726, 0.578], [5.022, -0.529, 1.132], [0.512, 5.518, 3.752], [2.160, 4.966, 4.092], [0.806, 3.875, 4.353], [0.336, 3.878, 1.892], [1.709, 4.971, 1.638], [5.108, 1.530, 0.466], [3.941, 0.516, -0.409], [5.594, -0.307, 2.030], [5.683, -0.961, 0.383], [4.250, -1.250, 1.384], [-2.003, 3.214, 0.008], [-2.667, 2.285, 1.531], [-4.578, 2.199, 1.410], [-2.180, 3.500, 2.954], [-2.131, 0.606, 1.708], [-2.698, -0.088, 2.768], [-3.133, 0.567, 3.936], [-3.731, -0.094, 4.987], [-3.917, -1.465, 4.951], [-3.477, -2.147, 3.830], [-2.896, -1.481, 2.768], [-2.123, 4.281, 0.168], [-2.533, 2.968, -0.905], [-0.945, 3.026, -0.146], [-5.022, 3.175, 1.573], [-4.996, 1.522, 2.148], [-4.901, 1.857, 0.431], [-3.046, 3.766, 3.556], [-1.793, 4.428, 2.542], [-1.423, 3.103, 3.621], [-2.978, 1.622, 4.042], [-4.063, 0.476, 5.844], [-4.383, -1.986, 5.773], [-3.604, -3.220, 3.777], [-2.604, -2.063, 1.916]],
  "lowdin_spin": [1.582, 0.003, 0.020, 0.004, 0.019, 0.003, -0.002, -0.006, 0.000, 0.002, 0.004, 0.015, 0.011, 0.003, 0.011, 0.002, 0.001, 0.002, 0.016, 0.001, 0.004, 0.015, 0.003, 0.000, 0.001, 0.000, 0.000, 0.000, 0.001, 0.001, 0.000, 0.012, 0.001, 0.000, 0.000, 0.000, 0.001, 0.000, 0.000, 0.001, 0.000, 0.000, 0.001, 0.000, 0.001, 0.017, 0.077, 0.029, 0.006, 0.008, 0.046, 0.086, 0.000, 0.004, 0.028, 0.062, 0.033, 0.707, 0.007, 0.004, 0.000, 0.000, 0.000, 0.000, 0.000, 0.004, 0.004, 0.000, 0.000, 0.000, 0.000, 0.001, 0.013, 0.003, 0.003, 0.081, 0.005, 0.011, -0.001, 0.013, -0.001, 0.012, 0.000, 0.000, 0.001, 0.000, 0.000, 0.000, 0.000, 0.000, 0.000, 0.001, 0.000, 0.001, 0.000, 0.001],
  "orbital_gap_ev": [7.11, 4.56],
  "lumo_ev": [0.210, -2.488],
  "total_charge": 0,
  "spin_multiplicity": 4,
  "homo_energy_ha": [-0.253, -0.259],
  "energy_ha": -3022.49856
}